(1)
Molecular formula: C7H15B
Method: DFT, wB97M-V/def2-TZVPD

Last column: Löwdin charge in e.
Element x y z (Å)
B  -0.74  0.01  0.24  0.026
C  2.27  1.18  -1.46  -0.104
C  1.33  0.30  -1.62  -0.258
C  1.30  -0.70  -2.72  -0.185
C  -2.70  1.05  1.51  -0.134
C  1.18  -1.31  1.51  -0.153
C  -2.00  0.92  0.14  -0.179
C  -0.22  -0.94  1.29  -0.256
H  3.11  1.01  -2.13  0.037
H  2.43  2.02  -0.78  0.045
H  1.51  -1.72  -2.32  0.067
H  0.36  -0.48  -3.31  0.074
H  2.27  -0.50  -3.40  0.102
H  -3.48  0.27  1.64  0.091
H  -2.04  1.12  2.31  0.036
H  -3.25  1.97  1.71  0.072
H  1.65  -1.93  0.67  0.103
H  1.89  -0.44  1.57  0.093
H  1.36  -1.74  2.46  0.049
H  -2.75  0.55  -0.59  0.115
H  -1.79  1.92  -0.03  0.068
H  -0.95  -1.79  0.99  0.156
H  -0.75  -0.79  2.32  0.137

ΔE to the lowest compared entry with this formula, charge and spin   585.8 kJ/mol
LUMO level (alpha / beta)   0.5 / 0.5 eV
Frontier orbital gap (alpha / beta)   7.6 / 7.6 eV

(2)
Molecular formula: C7H15B
Method: DFT, wB97M-V/def2-TZVPD

Last column: Löwdin charge in e.
Element x y z (Å)
B  1.30  -1.91  0.70  0.094
C  -0.33  1.71  0.39  -0.198
C  -1.55  0.89  0.56  -0.211
C  0.24  -0.62  0.90  -0.254
C  0.81  0.77  0.52  -0.350
C  -1.21  -0.56  0.37  -0.341
C  1.74  0.78  -0.78  -0.071
C  -1.29  -0.88  -1.19  -0.057
H  0.75  -2.89  0.77  -0.007
H  0.14  -0.90  1.88  0.087
H  -0.38  2.31  -0.55  0.118
H  -0.11  2.60  1.11  0.143
H  -1.81  0.79  1.64  0.127
H  -2.36  1.18  -0.15  0.120
H  2.48  -2.21  0.84  0.035
H  1.51  0.98  1.28  0.115
H  -2.05  -1.31  0.95  0.195
H  2.50  1.60  -0.64  0.082
H  1.25  0.91  -1.80  0.078
H  2.34  -0.19  -0.92  0.070
H  -1.48  -1.99  -1.27  0.082
H  -0.32  -0.66  -1.77  0.090
H  -2.13  -0.31  -1.58  0.053

ΔE to the lowest compared entry with this formula, charge and spin   341.7 kJ/mol
SMILES   B[C@@H]1[C@H](C)CC[C@@H]1C
LUMO level   0.5 eV
Frontier orbital gap   10.3 eV

(3)
Molecular formula: C7H15BN2O2Si
Method: DFT, wB97M-V/def2-TZVPD

Last column: Löwdin charge in e.
Element x y z (Å)
B  2.69  -1.01  -0.31  -0.652
C  2.41  1.55  0.01  -0.172
C  1.87  0.30  -0.02  0.008
C  0.20  0.74  -0.05  -0.128
C  -0.88  3.07  -0.04  -0.004
C  -0.92  -1.50  1.67  -0.145
C  -1.04  -1.66  -1.44  -0.177
C  -3.05  0.22  0.29  -0.155
N  1.51  2.56  0.02  0.028
N  0.24  2.08  -0.01  -0.222
O  2.25  -2.01  -1.15  0.132
O  3.84  -1.16  0.45  0.143
Si  -1.23  -0.47  0.03  0.631
H  3.48  1.65  0.29  0.130
H  -1.54  2.63  0.71  0.058
H  -0.48  3.99  0.48  0.109
H  -1.51  3.22  -0.92  0.090
H  -0.09  -0.99  2.16  0.032
H  -1.67  -1.77  2.31  -0.013
H  -0.40  -2.31  1.32  -0.021
H  -2.01  -1.91  -1.81  0.003
H  -0.38  -1.02  -2.19  0.079
H  -0.51  -2.57  -1.27  0.007
H  -3.49  0.13  -0.70  0.018
H  -3.43  -0.56  0.93  0.014
H  -3.22  1.20  0.59  -0.018
H  2.82  -2.74  -1.51  0.134
H  4.56  -1.70  0.14  0.091

ΔE to the lowest compared entry with this formula, charge and spin   57.0 kJ/mol
SMILES   Cn1ncc(B(O)O)c1[Si](C)(C)C
LUMO level   0.3 eV
Frontier orbital gap   8.4 eV

(4)
Molecular formula: C7H15Br6Na2O
Method: DFT, wB97M-V/def2-TZVPD

Last column: Löwdin spin population.
Element x y z (Å)
Na  -14.27  -14.07  -19.79  0.000
Na  -11.99  -12.52  -17.42  0.000
C  -15.33  -11.29  -17.63  0.002
O  -14.34  -12.08  -18.32  0.017
H  -15.48  -11.82  -16.69  0.002
H  -14.99  -10.27  -17.43  0.001
H  -16.24  -11.32  -18.23  0.000
Br  -12.05  -8.08  -20.69  0.295
C  -13.31  -9.03  -19.50  0.001
C  -14.55  -8.06  -19.21  0.025
Br  -13.77  -6.54  -18.31  0.578
H  -12.75  -9.30  -18.61  0.000
H  -13.73  -9.93  -19.95  0.001
H  -15.21  -8.52  -18.48  0.013
H  -15.12  -7.82  -20.11  0.001
Br  -14.41  -10.10  -11.69  0.007
C  -14.73  -9.78  -13.73  0.000
C  -13.40  -9.31  -14.42  0.001
Br  -13.19  -7.40  -13.89  0.057
H  -15.47  -8.99  -13.86  0.000
H  -15.18  -10.64  -14.22  0.000
H  -13.51  -9.30  -15.51  0.000
H  -12.55  -9.89  -14.06  0.000
Br  -17.44  -8.89  -21.17  0.000
C  -19.16  -9.38  -20.41  0.000
C  -18.98  -10.08  -19.06  0.000
Br  -20.72  -11.06  -18.76  0.000
H  -19.62  -10.12  -21.07  0.000
H  -19.86  -8.55  -20.39  0.000
H  -18.60  -9.45  -18.26  0.000
H  -18.32  -10.93  -19.22  0.000

Total charge   +2
LUMO level (alpha / beta)   -7.4 / -11.6 eV
Frontier orbital gap (alpha / beta)   7.1 / 2.7 eV
Expectation value of S²   0.76
Multiplicity   2

(5)
Molecular formula: C7H15CaNO7SSi
Method: DFT, wB97M-V/def2-TZVPD

Last column: Löwdin charge in e.
Element x y z (Å)
C  3.68  -0.66  0.22  -0.127
Si  2.03  0.25  -0.06  0.515
C  2.01  1.71  1.18  -0.150
C  1.90  1.06  -1.81  -0.202
O  0.69  -0.73  0.37  -0.237
C  0.27  -1.66  -0.63  -0.219
C  -1.30  -1.82  -0.48  -0.055
C  -2.03  -0.47  -0.29  -0.285
O  -3.43  -0.67  -0.63  -0.141
S  -4.08  0.81  -0.19  0.799
O  -5.43  0.80  0.35  -0.170
O  -3.87  1.60  -1.43  -0.300
O  -3.07  1.24  1.08  -0.084
C  -2.12  0.16  1.12  -0.353
O  -2.09  -0.69  2.23  0.001
N  -0.94  -0.38  2.99  0.030
O  -0.36  -1.37  3.20  0.154
H  3.49  -1.75  0.28  0.051
H  4.41  -0.47  -0.60  0.048
H  4.13  -0.27  1.16  0.057
H  2.73  2.50  0.92  0.055
H  2.13  1.30  2.20  0.059
H  0.96  2.12  1.15  0.031
H  2.78  0.73  -2.39  0.087
H  1.00  0.69  -2.39  -0.123
H  1.93  2.18  -1.73  0.068
H  0.45  -1.33  -1.68  0.098
H  0.71  -2.67  -0.51  0.148
H  -1.68  -2.27  -1.42  0.144
H  -1.50  -2.52  0.35  0.151
H  -1.73  0.29  -1.08  0.066
H  -1.16  0.72  1.23  0.138
Ca  -0.51  1.58  -2.72  1.747

Total charge   +2
LUMO level   -9.9 eV
Frontier orbital gap   6.8 eV

(6)
Molecular formula: C7H15Cl2N
Method: DFT, wB97M-V/def2-TZVPD

Last column: Löwdin charge in e.
Element x y z (Å)
C  1.68  0.22  -1.14  -0.090
C  0.83  2.50  -0.27  -0.079
C  1.41  0.58  1.37  -0.057
C  -1.47  -1.69  1.30  -0.102
C  -1.32  -1.94  -1.09  -0.147
C  0.95  0.96  -0.08  -0.414
C  -1.01  0.27  -0.14  -1.008
N  -0.92  -1.11  0.05  -0.307
Cl  -1.64  0.80  -1.77  0.576
Cl  -2.06  1.15  1.03  0.602
H  2.72  0.32  -1.10  0.077
H  1.40  0.60  -2.10  0.064
H  1.46  -0.80  -1.20  0.052
H  1.58  2.86  0.28  0.014
H  0.76  2.97  -1.29  0.105
H  0.00  2.82  0.34  0.049
H  1.75  -0.51  1.43  0.102
H  0.48  0.64  1.97  0.050
H  2.20  1.30  1.65  0.078
H  -0.75  -2.41  1.45  0.059
H  -1.45  -0.99  2.07  0.011
H  -2.60  -1.89  1.28  0.120
H  -2.38  -1.84  -1.40  0.088
H  -0.49  -1.84  -1.80  0.078
H  -1.14  -2.97  -0.82  0.079

ΔE to the lowest compared entry with this formula, charge and spin   105.3 kJ/mol
LUMO level   0.7 eV
Frontier orbital gap   8.9 eV

(7)
Molecular formula: C7H15ClGaI2O2P
Method: DFT, wB97M-V/def2-TZVPD

Last column: Löwdin charge in e.
Element x y z (Å)
I  -3.16  2.82  -2.42  0.352
I  1.33  4.49  -0.99  0.346
Ga  -0.19  0.23  0.27  0.327
P  0.85  -0.77  -1.86  0.771
C  0.87  0.17  -3.39  -0.220
C  2.58  -1.24  -1.54  -0.219
H  0.03  -3.02  -1.38  0.046
H  0.59  -2.84  -3.08  0.083
H  -0.99  -2.17  -2.58  0.069
C  0.04  -2.35  -2.25  -0.215
H  2.66  -1.87  -0.65  0.035
H  2.97  -1.78  -2.41  0.084
H  1.35  -0.43  -4.16  0.083
H  1.43  1.11  -3.22  0.069
H  3.18  -0.34  -1.38  0.069
H  -0.16  0.42  -3.67  0.069
C  -0.29  1.44  -1.01  -0.235
O  -0.40  2.31  -1.77  -0.203
Cl  0.58  -1.69  1.23  0.326
C  -1.56  -0.72  3.61  0.002
C  -1.25  0.63  3.05  -0.314
C  -1.12  1.79  3.97  0.049
O  -1.19  0.83  1.77  -0.059
H  -1.89  -0.59  4.66  0.112
H  -0.66  -1.37  3.62  0.087
H  -2.35  -1.24  3.04  0.127
H  -0.07  2.07  4.04  0.129
H  -1.70  2.62  3.55  0.122
H  -1.50  1.50  4.96  0.109

ΔE to the lowest compared entry with this formula, charge and spin   226.1 kJ/mol
Total charge   +2
LUMO level (alpha / beta)   -10.1 / -10.1 eV
Frontier orbital gap (alpha / beta)   5.5 / 5.5 eV

(8)
Molecular formula: C7H15ClI2LuO2P
Method: DFT, wB97M-V/def2-TZVPD

Last column: Löwdin charge in e.
Element x y z (Å)
I  -2.66  3.04  -0.77  0.547
I  1.89  1.90  -2.52  0.249
Lu  0.74  1.20  -0.25  0.813
P  -0.92  -1.73  -1.51  0.790
C  -1.75  -1.60  -3.10  -0.226
C  0.38  -2.93  -1.89  -0.242
H  -1.72  -2.93  0.48  0.055
H  -2.32  -3.65  -1.09  0.093
H  -3.05  -2.12  -0.41  0.075
C  -2.11  -2.70  -0.54  -0.225
H  0.99  -3.20  -0.99  0.050
H  -0.10  -3.85  -2.31  0.094
H  -1.97  -2.60  -3.48  0.091
H  -1.05  -1.06  -3.73  0.073
H  1.09  -2.49  -2.63  0.078
H  -2.71  -1.09  -2.93  0.070
C  -1.19  0.72  -1.64  -0.509
O  -1.80  0.97  -2.60  -0.088
Cl  0.56  -1.13  0.88  -0.002
C  1.31  1.58  3.86  0.036
C  1.50  2.32  2.62  -0.307
C  2.33  3.56  2.58  0.032
O  1.02  1.89  1.48  -0.315
H  1.93  2.18  4.56  0.107
H  1.69  0.53  3.80  0.137
H  0.26  1.60  4.23  0.147
H  3.33  3.37  2.10  0.147
H  1.81  4.47  2.16  0.137
H  2.50  3.77  3.64  0.095

ΔE to the lowest compared entry with this formula, charge and spin   0.0 kJ/mol
Total charge   +2
LUMO level (alpha / beta)   -9.4 / -10.1 eV
Frontier orbital gap (alpha / beta)   6.5 / 5.9 eV

Going through the records in order, we get electronic energy values of -300.35031 -300.44330 -850.08715 -16118.95274 -2221.66875 -1250.73954 -3747.21346 -3058.09062 Ha.